DFT (the ωB97M-V functional and the def2-TZVPD basis) results for a 13-piece molecular cluster, C52H143N13O13 overall in a non-equilibrium geometry.

Properties
- Largest force on an atom: 0.03637 Eh/bohr
- 2S+1: 1
- LUMO level: 0.429 eV
- HOMO energy: -8.56 eV

Each line ends with the Mulliken charge.
Positions of all 221 atoms, in Å:
C 2.10309 -1.95861 0.85276  0.0225
C 3.29461 -2.83428 1.24974  1.4279
C 2.82343 -4.07891 1.96987  -0.8687
O 2.19107 -3.72001 3.15907  0.0510
C 1.64134 -4.80935 3.85100  -0.8564
N 4.09023 -3.10998 0.04909  -0.0315
H 2.41937 -1.09055 0.28512  0.0363
H 1.54624 -1.66088 1.74779  0.0041
H 1.42699 -2.54210 0.23060  -0.0416
H 3.89423 -2.25760 1.97357  -1.1798
H 3.68281 -4.73746 2.16995  0.6183
H 2.11351 -4.63474 1.33191  -0.0802
H 1.13133 -4.48647 4.77339  0.2603
H 2.36504 -5.61266 3.98899  0.3601
H 0.90279 -5.26139 3.16888  0.1319
H 4.75043 -3.89553 0.19713  0.3321
H 3.41325 -3.50285 -0.63421  -0.3946
C -3.75361 3.55710 -6.05545  -1.1984
C -4.44818 2.29677 -5.68467  0.3066
C -4.94691 1.54709 -6.86640  -0.6329
O -5.53418 0.31270 -6.42722  -0.2995
C -6.17053 -0.36110 -7.49059  -0.6385
N -3.49623 1.48845 -4.90269  0.2449
H -2.88595 3.35462 -6.71455  0.1296
H -3.37756 4.04218 -5.15240  0.1920
H -4.38508 4.21527 -6.67830  0.4352
H -5.36528 2.47995 -5.10178  0.3465
H -4.11542 1.24109 -7.52337  -0.0019
H -5.65435 2.15515 -7.41793  0.4696
H -6.58653 -1.28030 -7.08197  0.2656
H -5.41037 -0.63936 -8.24328  0.1720
H -7.02049 0.15797 -7.95054  0.3117
H -3.96787 0.61570 -4.63495  0.4027
H -2.72618 1.23625 -5.51735  -0.4097
C 1.51292 -0.76746 8.53531  -1.4983
C 1.07081 0.41467 7.72761  0.4560
C 0.22868 0.00362 6.53651  -0.2988
O 1.03820 -0.79077 5.65839  0.2335
C 0.35178 -1.15920 4.50428  0.4864
N 0.13874 1.33157 8.51788  -0.6705
H 2.08881 -0.47151 9.40597  0.4103
H 2.04225 -1.44298 7.87658  0.2727
H 0.61819 -1.26940 8.91377  0.3860
H 2.00415 0.92061 7.44483  0.2306
H -0.14405 0.87372 5.98203  -0.1943
H -0.63800 -0.57477 6.86364  0.2504
H -0.58341 -1.69614 4.75039  0.4121
H 1.00970 -1.80069 3.92989  -0.9605
H 0.10804 -0.29843 3.87572  0.0660
H 0.04389 2.21644 8.02108  0.2188
H 0.67635 1.52796 9.36169  0.2838
C 0.46623 0.78512 -8.48844  -1.6752
C -0.86084 0.62236 -7.73654  0.4416
C -1.53267 -0.70408 -8.10217  -0.7449
O -1.84271 -0.66500 -9.45486  -0.3909
C -2.61349 -1.78655 -9.83322  -0.7262
N -0.78894 0.64474 -6.26150  -0.1489
H 1.12909 -0.03259 -8.17116  0.3284
H 0.94937 1.73702 -8.29152  0.4239
H 0.33879 0.66698 -9.55539  0.3602
H -1.48344 1.46879 -8.05968  0.1392
H -2.43025 -0.92897 -7.52142  0.4397
H -0.80178 -1.50036 -7.85005  0.5899
H -2.81805 -1.66201 -10.88252  0.2837
H -3.51662 -1.91132 -9.21131  0.1881
H -2.04880 -2.70715 -9.73878  0.3404
H -0.07119 -0.00270 -5.92252  -0.1915
H -0.41076 1.52689 -5.89070  0.2928
C -4.58244 3.41403 -0.07228  -1.1169
C -4.03167 3.19773 -1.47467  0.4697
C -2.70673 3.86433 -1.65293  1.0586
O -2.97789 5.21719 -1.72424  -0.4623
C -1.82964 5.97243 -1.40425  -0.6521
N -3.94339 1.78926 -1.83240  -0.3875
H -4.84562 4.46025 0.06560  0.5217
H -3.85875 3.09236 0.67591  -0.2863
H -5.48148 2.80212 0.06652  0.3773
H -4.68348 3.72163 -2.18111  0.3972
H -2.19775 3.45825 -2.54125  0.4037
H -2.04104 3.68513 -0.78555  -0.9115
H -2.02958 7.03111 -1.56419  0.3638
H -0.91632 5.67062 -1.93049  0.2569
H -1.61711 5.91311 -0.32787  0.1955
H -3.13838 1.45959 -1.30270  -0.4461
H -3.65745 1.71814 -2.82365  0.1466
C 0.91765 1.82536 1.38002  -0.5324
C -0.38688 1.49925 0.75743  2.7291
C -0.08233 0.57119 -0.41542  0.0629
O -1.24387 0.48634 -1.16269  1.0627
C -1.10902 -0.16132 -2.42713  -0.7624
N -1.23883 0.80573 1.73773  1.3152
H 1.32053 0.91637 1.80332  -0.8651
H 0.81909 2.57237 2.17731  0.1293
H 1.58407 2.27527 0.63905  0.3256
H -0.77839 2.41944 0.30647  -1.5598
H 0.27800 -0.43184 -0.10270  -0.2955
H 0.74659 1.01998 -0.99366  -0.5373
H -2.10436 -0.21454 -2.90803  0.0670
H -0.73685 -1.19587 -2.21807  0.0156
H -0.45754 0.45746 -3.06092  0.0713
H -2.22445 0.68178 1.49614  -0.7902
H -1.31302 1.32554 2.61425  -0.5571
C 2.09711 5.22624 0.37462  -1.6351
C 1.47536 5.72606 1.62326  2.0993
C 2.56618 6.21841 2.54927  -0.9669
O 2.08601 6.84400 3.70700  -0.4439
C 1.51100 5.90773 4.65089  -0.3107
N 0.39834 6.71871 1.39408  -0.4625
H 2.77093 5.96798 -0.07977  0.5325
H 1.34465 4.89307 -0.35310  0.1936
H 2.79061 4.41341 0.63115  0.2634
H 1.01811 4.85553 2.13287  -0.8826
H 3.22929 6.96166 2.06808  0.3445
H 3.10588 5.33131 2.91025  0.3567
H 1.35636 6.51159 5.54290  0.3102
H 2.16267 5.02840 4.78773  0.2592
H 0.53985 5.54164 4.31650  0.0042
H 0.11483 7.16679 2.27610  0.2688
H 0.72327 7.55033 0.87868  0.2732
C -3.25571 -1.97587 0.43265  -1.1687
C -4.42727 -1.29793 1.14467  0.0855
C -4.53500 -1.82558 2.53272  -0.5557
O -5.05419 -3.15008 2.42662  -0.3906
C -5.60255 -3.52826 3.63696  -0.7881
N -4.21363 0.17538 1.21309  -0.3934
H -3.05715 -1.63308 -0.57958  0.0462
H -3.44176 -3.04862 0.37852  0.4912
H -2.35142 -1.75427 1.00931  0.1087
H -5.32277 -1.58379 0.58318  0.4199
H -5.18373 -1.23234 3.18614  0.5093
H -3.51525 -1.83954 2.95107  0.2822
H -6.02031 -4.53373 3.56947  0.2778
H -6.30940 -2.76771 4.01130  0.3070
H -4.78210 -3.57670 4.35070  0.3229
H -4.98894 0.66587 1.67750  0.3268
H -4.20732 0.58769 0.28387  -0.1727
C 4.01341 -2.85905 -3.60654  -1.8153
C 2.73069 -3.61728 -3.41900  2.1290
C 1.80872 -3.32768 -4.56402  -1.3854
O 0.48896 -3.32712 -4.09319  0.2471
C -0.44984 -3.10249 -5.12368  -0.7884
N 2.94614 -5.06686 -3.24026  -0.8443
H 4.49375 -3.17110 -4.54533  0.3656
H 4.77156 -3.04331 -2.84411  0.5410
H 3.79665 -1.79085 -3.58590  0.3286
H 2.24925 -3.19222 -2.52136  -0.4394
H 1.94637 -4.06837 -5.35072  0.4131
H 2.04028 -2.34917 -5.00254  0.2933
H -1.42580 -2.97023 -4.64425  0.3545
H -0.47956 -3.88283 -5.89251  0.3949
H -0.24492 -2.14355 -5.61008  -0.1281
H 2.05247 -5.52828 -3.05465  0.2219
H 3.58072 -5.17422 -2.45547  0.3353
C 3.86026 0.18332 3.82412  -0.5214
C 4.65842 -1.03496 4.33129  0.6624
C 5.80628 -0.62470 5.21129  -1.2175
O 6.67903 0.37754 4.67468  -0.3930
C 7.33479 -0.03442 3.53162  -0.4079
N 3.93075 -2.02219 5.16372  -0.6283
H 3.42423 0.74923 4.67367  0.2421
H 3.06517 -0.09737 3.13557  -0.1378
H 4.56242 0.95243 3.42266  0.5036
H 5.08702 -1.54258 3.47541  0.2566
H 6.34221 -1.51988 5.51653  0.4560
H 5.40765 -0.15342 6.11341  0.3387
H 8.17485 0.65015 3.36843  0.2838
H 6.77505 -0.08109 2.57997  -0.0424
H 7.75321 -1.03533 3.73057  0.3244
H 3.16985 -1.53635 5.66533  -0.0761
H 3.42814 -2.70027 4.58800  0.3662
C -3.14419 1.19695 5.01993  -0.7450
C -2.73745 2.55024 5.57053  1.3005
C -2.95158 3.61404 4.53605  -1.4349
O -2.16104 3.29602 3.40602  0.2237
C -2.11982 4.41195 2.59629  -0.7063
N -3.45739 2.96608 6.77340  -0.7686
H -3.02756 0.41889 5.78095  0.4775
H -2.55921 0.90392 4.15591  -0.2166
H -4.18863 1.22684 4.66794  0.3757
H -1.66760 2.56458 5.79685  -0.1333
H -2.73445 4.60657 4.93643  0.3703
H -4.00195 3.65929 4.21672  0.3600
H -3.14207 4.61261 2.25724  0.4607
H -1.57936 4.19430 1.66445  -0.4022
H -1.59825 5.27524 3.05138  0.3989
H -4.42844 2.81561 6.52504  0.3101
H -3.22675 2.33033 7.51662  0.3309
C -0.79967 -4.46972 -0.50274  -0.9910
C 0.00866 -5.58732 -1.24975  1.9394
C -0.07817 -6.89396 -0.48356  -1.5402
O 0.57046 -6.73492 0.75583  -0.0928
C 0.55300 -7.91141 1.50162  -0.9212
N -0.32112 -5.92455 -2.62626  -0.6238
H -0.55585 -3.48178 -0.94460  -0.5091
H -0.44414 -4.40120 0.52532  0.3462
H -1.88230 -4.57334 -0.54145  0.5811
H 1.06731 -5.29657 -1.22125  -0.4822
H 0.47637 -7.66206 -1.04707  0.4796
H -1.11267 -7.23909 -0.33621  0.4921
H -0.48316 -8.22102 1.62999  0.3761
H 1.09788 -7.73659 2.44825  0.1902
H 0.94998 -8.75246 0.92782  0.3630
H -1.19774 -6.45000 -2.67010  0.3676
H -0.50197 -5.12711 -3.23668  -0.0467
C 5.97357 1.61521 -0.34979  -1.6600
C 5.03755 0.40364 -0.62002  1.8019
C 4.23454 0.56559 -1.85046  -0.3455
O 3.24103 1.60189 -1.61150  -0.0269
C 2.56032 1.89177 -2.78411  -0.9938
N 5.88514 -0.77983 -0.83362  -0.5633
H 6.72595 1.66119 -1.15107  0.4785
H 6.54156 1.50802 0.57184  0.3767
H 5.45058 2.58269 -0.34056  0.2698
H 4.30985 0.25157 0.18872  -0.8303
H 3.71155 -0.36211 -2.10372  -0.4619
H 4.89089 0.83885 -2.68733  0.4913
H 1.84937 2.69550 -2.56316  0.1326
H 1.98818 0.99072 -3.04859  0.2441
H 3.19650 2.07847 -3.64469  0.4538
H 6.82311 -0.64617 -0.47342  0.2657
H 5.53134 -1.65152 -0.43932  0.3638